# C9H14Cl3NO4P2

C9H14Cl3NO4P2 in the gas phase (ωB97M-V with the def2-TZVPD basis set, the Open Molecules 2025 dataset).

Results
total charge	0
LUMO energy	-0.79	eV
calculated total energy	-2770.13318	hartree
HOMO	-9.31	eV
structure (SMILES)	CC[C@H](Cl)[C@@]1([PH2]=O)NC(=O)C[C@]1(CC(=O)Cl)P(O)Cl
HOMO-LUMO gap	8.521	eV

Last column: natural (NBO) charge in e.
Geometry (Å):
Cl: -0.94879 -1.23432 3.94427  -0.29
Cl: 1.64123 -3.91849 -1.00925  -0.01
Cl: 1.60271 2.34989 0.76075  -0.03
P: -1.70198 1.27644 1.68404  1.38
P: 0.70391 -1.14236 2.65695  1.13
O: -2.78936 -2.32985 -1.40082  -0.56
O: 3.76536 -2.35164 -0.53010  -0.51
O: -0.84651 1.92266 2.84596  -1.07
O: 1.38374 -2.79275 2.76584  -0.96
N: -1.76331 -0.08105 -0.56098  -0.72
C: -0.87134 -2.02161 0.51985  -0.59
C: 2.40269 -2.36492 -0.40773  0.49
C: 0.12227 1.75784 -0.25795  -0.21
C: -0.00026 3.14749 -2.61884  -0.63
C: 0.29214 -0.91789 0.77656  -0.38
C: -0.59913 0.41949 0.31897  -0.14
C: 1.78526 -0.99185 0.16466  -0.56
C: 0.48650 1.75783 -1.85677  -0.46
C: -1.96509 -1.57496 -0.67091  0.72
H: -2.66949 0.33119 2.23451  -0.02
H: -0.34408 2.78590 -3.70296  0.23
H: -1.76988 0.20145 -1.55347  0.41
H: -0.65107 -3.14749 0.33514  0.27
H: -0.92227 3.62273 -2.05800  0.21
H: 1.18619 -3.28941 1.90828  0.48
H: 2.04036 -0.18795 -0.68291  0.30
H: -1.65874 -2.12173 1.41302  0.27
H: 0.88685 3.93918 -2.71496  0.24
H: 0.12768 0.79068 -2.43502  0.22
H: -2.47812 2.38434 1.10869  -0.02
H: 1.66946 1.76575 -1.91197  0.24
H: -0.63938 2.66949 -0.11281  0.25
H: 2.52248 -0.65408 1.04794  0.31

# C5H10O2

A molecular structure, C5H10O2 (ωB97M-V with the def2-TZVPD basis set, the Open Molecules 2025 dataset).

Results
total charge	0
LUMO energy	0.75	eV
calculated total energy	-346.73973	hartree
HOMO	-6.31	eV
energy relative to the best compared isomer or geometry (same formula, charge and spin)	179.3	kcal/mol
HOMO-LUMO gap	7.068	eV

Last column: natural (NBO) charge in e.
Geometry (Å):
O: 0.01748 2.17036 0.65091  -0.55
O: -0.01881 -0.73614 -0.57370  -0.50
C: 1.78557 -0.26959 -0.39285  -0.33
C: 0.18708 1.61729 -0.67321  -0.11
C: -0.98262 1.18845 0.91059  -0.08
C: -0.82519 0.58262 -0.48758  -0.04
C: -0.48885 -1.93395 0.03993  -0.27
H: 2.20931 0.05994 -1.33806  0.21
H: 0.19815 2.40738 -1.42691  0.18
H: -1.69401 0.41022 -1.12349  0.21
H: -0.72755 0.50832 1.73093  0.17
H: 1.99632 -1.32500 -0.17155  0.16
H: 0.34622 -2.64149 0.09162  0.20
H: -1.27893 -2.36140 -0.58420  0.20
H: -0.80935 -1.73767 1.06909  0.18
H: 1.87845 0.36046 0.48626  0.21
H: -1.93657 1.68932 1.13586  0.19